# 1
{
  "formula": "C5H10O",
  "method": "ωB97M-V/def2-TZVPD",
  "symbols": ["O", "C", "C", "C", "C", "C", "H", "H", "H", "H", "H", "H", "H", "H", "H", "H"],
  "positions_angstrom": [[-1.13, -1.61, 0.10], [-1.95, -0.38, 0.02], [-1.19, 0.88, 0.16], [-0.02, 0.89, -0.71], [1.27, 0.54, 0.24], [2.05, -0.70, 0.16], [-2.42, -0.46, -0.99], [-1.72, 1.79, 0.37], [-2.62, -0.63, 0.84], [0.03, 0.02, -1.35], [0.32, 1.72, -1.33], [1.66, 1.44, 0.70], [0.81, 0.09, 1.13], [2.89, -0.81, -0.53], [2.18, -1.26, 1.08], [-0.16, -1.52, 0.11]],
  "de_lowest_ev": 6.9651,
  "homo_ev": -6.9,
  "orbital_gap_ev": 5.201,
  "largest_force_ha_per_bohr": 0.0884,
  "lumo_energy_ev": -1.687
}

# 2
{
  "formula": "H5NOSSi",
  "method": "ωB97M-V/def2-TZVPD",
  "symbols": ["N", "O", "Si", "S", "H", "H", "H", "H", "H"],
  "positions_angstrom": [[-1.42, -0.67, 0.46], [1.48, -0.63, 0.70], [0.04, 0.20, 0.47], [0.39, 1.30, -2.17], [-1.56, -1.67, 0.67], [-2.21, -0.38, -0.08], [1.75, -1.40, 0.22], [0.04, 1.41, 1.35], [1.49, 1.84, -1.62]],
  "de_lowest_ev": 1.4854,
  "homo_ev": -8.4,
  "orbital_gap_ev": 8.696,
  "largest_force_ha_per_bohr": 0.0552,
  "lumo_energy_ev": 0.317
}

# 3
{
  "formula": "C21H16Cl3N3O3S2",
  "method": "ωB97M-V/def2-TZVPD",
  "symbols": ["O", "C", "C", "C", "C", "N", "C", "O", "C", "C", "C", "C", "C", "C", "C", "C", "Cl", "S", "C", "S", "N", "N", "C", "O", "C", "C", "C", "C", "Cl", "C", "C", "Cl", "H", "H", "H", "H", "H", "H", "H", "H", "H", "H", "H", "H", "H", "H", "H", "H"],
  "positions_angstrom": [[2.50, 3.19, 0.02], [2.73, 2.20, -0.64], [4.10, 1.64, -0.93], [4.94, 1.49, 0.35], [4.19, 0.86, 1.53], [3.20, -0.13, 1.14], [1.87, 0.07, 1.48], [1.47, 1.02, 2.11], [1.03, -1.01, 0.94], [-0.30, -0.99, 1.15], [-1.34, -1.85, 0.64], [-1.13, -2.73, -0.42], [-2.16, -3.48, -0.95], [-3.43, -3.38, -0.42], [-3.67, -2.52, 0.64], [-2.64, -1.76, 1.16], [-2.99, -0.72, 2.49], [2.03, -2.16, 0.08], [3.50, -1.27, 0.48], [5.00, -1.79, 0.09], [1.73, 1.46, -1.18], [0.39, 1.74, -0.92], [-0.51, 0.79, -1.26], [-0.16, -0.18, -1.92], [-1.93, 0.99, -0.87], [-2.85, 0.25, -1.61], [-4.20, 0.26, -1.34], [-4.66, 1.03, -0.27], [-6.33, 1.05, 0.12], [-3.77, 1.77, 0.49], [-2.42, 1.75, 0.20], [-1.39, 2.66, 1.26], [4.02, 0.68, -1.44], [4.61, 2.33, -1.60], [5.82, 0.90, 0.10], [5.28, 2.48, 0.67], [3.62, 1.63, 2.06], [4.91, 0.40, 2.21], [-0.63, -0.18, 1.80], [-0.14, -2.79, -0.86], [-1.97, -4.14, -1.78], [-4.24, -3.96, -0.83], [-4.66, -2.43, 1.06], [1.83, 0.62, -1.74], [0.24, 2.50, -0.26], [-2.46, -0.35, -2.42], [-4.89, -0.32, -1.93], [-4.13, 2.35, 1.32]],
  "homo_ev": -8.6,
  "smiles": "O=C(CCCN1C(=O)/C(=C/c2ccccc2Cl)SC1=S)NNC(=O)c1ccc(Cl)cc1Cl",
  "orbital_gap_ev": 7.493,
  "largest_force_ha_per_bohr": 0.0216,
  "lumo_energy_ev": -1.057
}

# 4
{
  "formula": "C7H15I2N",
  "method": "ωB97M-V/def2-TZVPD",
  "symbols": ["H", "N", "C", "C", "C", "C", "C", "C", "C", "H", "H", "H", "H", "H", "H", "H", "H", "H", "H", "H", "H", "H", "H", "I", "I"],
  "positions_angstrom": [[2.18, -1.33, 2.21], [1.90, -0.49, 1.71], [1.47, -0.67, 0.53], [1.33, -2.02, -0.12], [1.03, 0.56, -0.22], [1.75, 0.70, -1.56], [-0.49, 0.55, -0.42], [-1.26, 0.52, 0.90], [-2.76, 0.70, 0.68], [2.09, -2.70, 0.25], [1.39, -1.95, -1.20], [0.36, -2.43, 0.15], [1.29, 1.41, 0.42], [1.41, -0.03, -2.28], [2.83, 0.58, -1.42], [1.57, 1.69, -1.97], [-0.78, -0.30, -1.04], [-0.77, 1.46, -0.97], [-1.08, -0.43, 1.41], [-0.88, 1.31, 1.55], [-3.15, -0.07, 0.02], [-3.29, 0.65, 1.63], [-2.96, 1.67, 0.23], [1.68, 1.37, 4.23], [1.59, 2.64, 6.59]],
  "de_lowest_ev": 0.0000,
  "homo_ev": -8.9,
  "smiles": "[H]/N=C(\\C)[C@@H](C)CCC.II",
  "orbital_gap_ev": 7.946,
  "largest_force_ha_per_bohr": 0.0160,
  "lumo_energy_ev": -0.986
}

# 5
{
  "formula": "C6H16O",
  "method": "ωB97M-V/def2-TZVPD",
  "symbols": ["C", "C", "C", "C", "C", "C", "H", "H", "H", "H", "H", "H", "H", "H", "H", "H", "H", "H", "H", "H", "O", "H", "H"],
  "positions_angstrom": [[-0.58, -1.97, -0.41], [-0.33, -0.61, -0.98], [-0.92, 0.67, -0.22], [0.13, 1.39, 0.61], [0.72, 0.52, 1.70], [-0.37, 2.73, 1.23], [-0.98, -2.71, -1.10], [-1.30, -1.90, 0.42], [0.35, -2.32, 0.05], [0.72, -0.34, -1.15], [-0.81, -0.33, -1.92], [-1.49, 1.37, -0.83], [-1.69, 0.25, 0.46], [0.97, 1.68, -0.03], [0.99, -0.52, 1.43], [1.70, 0.90, 2.02], [0.06, 0.44, 2.56], [-1.39, 2.69, 1.60], [-0.38, 3.47, 0.44], [0.32, 3.02, 2.03], [1.68, -2.65, -2.55], [1.20, -2.38, -3.33], [1.39, -3.40, -2.04]],
  "de_lowest_ev": 0.8741,
  "homo_ev": -10.3,
  "smiles": "CCCC(C)C.O",
  "orbital_gap_ev": 11.228,
  "largest_force_ha_per_bohr": 0.0729,
  "lumo_energy_ev": 0.966
}

# 6
{
  "formula": "C2H4N2O2",
  "method": "ωB97M-V/def2-TZVPD",
  "symbols": ["C", "C", "O", "O", "H", "H", "H", "H", "N", "N"],
  "positions_angstrom": [[-1.33, 0.42, 0.67], [-0.64, 0.19, -0.69], [-1.12, -0.32, -1.65], [0.63, 0.69, -0.78], [-1.43, -0.72, 1.05], [-2.39, 0.81, 0.48], [-0.89, 1.15, 1.35], [1.01, 0.38, -1.58], [3.37, -0.84, 0.63], [2.79, -1.76, 0.52]],
  "de_lowest_ev": 0.3103,
  "homo_ev": -10.7,
  "smiles": "CC(=O)O.N#N",
  "orbital_gap_ev": 11.529,
  "largest_force_ha_per_bohr": 0.0601,
  "lumo_energy_ev": 0.852
}

# 7
{
  "formula": "C3H13NO3",
  "method": "ωB97M-V/def2-TZVPD",
  "symbols": ["C", "C", "N", "C", "O", "H", "H", "H", "H", "H", "H", "H", "H", "H", "O", "H", "H", "O", "H", "H"],
  "positions_angstrom": [[1.40, -0.94, 1.94], [0.88, -1.24, 0.54], [1.31, -0.20, -0.41], [0.63, 0.79, -1.17], [0.68, 2.12, -0.59], [1.92, -1.77, 2.43], [2.11, -0.12, 1.95], [0.59, -0.74, 2.65], [-0.21, -1.17, 0.54], [1.13, -2.25, 0.20], [2.31, -0.20, -0.57], [0.98, 0.69, -2.19], [-0.43, 0.55, -1.23], [1.62, 2.25, -0.52], [-1.29, 0.85, 1.27], [-0.41, 1.07, 0.93], [-1.88, 1.43, 0.78], [-3.04, -1.40, -1.56], [-2.24, -1.93, -1.67], [-2.69, -0.58, -1.21]],
  "de_lowest_ev": 1.2303,
  "homo_ev": -9.2,
  "smiles": "CCNCO.O.O",
  "orbital_gap_ev": 9.795,
  "largest_force_ha_per_bohr": 0.0320,
  "lumo_energy_ev": 0.641
}

# 8
{
  "formula": "C25H17F9N8ORuS2",
  "method": "ωB97M-V/def2-TZVPD",
  "symbols": ["Ru", "S", "C", "C", "C", "C", "C", "N", "H", "H", "H", "H", "N", "C", "N", "C", "N", "C", "C", "N", "C", "C", "N", "H", "H", "H", "H", "H", "F", "C", "F", "F", "C", "O", "C", "F", "F", "F", "C", "F", "F", "F", "S", "C", "C", "C", "N", "C", "C", "C", "C", "C", "N", "C", "C", "H", "H", "H", "H", "H", "H", "H", "H"],
  "positions_angstrom": [[0.21, -0.16, 0.36], [1.77, 0.47, 2.02], [2.42, 1.32, 0.65], [3.66, 1.95, 0.54], [4.03, 2.41, -0.71], [3.19, 2.22, -1.80], [1.99, 1.57, -1.62], [1.60, 1.16, -0.40], [4.30, 2.03, 1.40], [4.99, 2.89, -0.84], [3.47, 2.56, -2.79], [1.32, 1.38, -2.44], [-2.36, -1.00, -2.99], [-1.39, -0.20, -2.56], [-1.21, -0.40, -1.27], [-2.11, -1.40, -0.97], [-2.83, -1.77, -2.00], [-2.13, -1.99, 0.36], [-2.89, -3.10, 0.69], [-2.80, -3.67, 1.88], [-1.95, -3.13, 2.75], [-1.19, -2.01, 2.44], [-1.30, -1.43, 1.25], [-2.73, -1.09, -3.92], [-0.87, 0.51, -3.18], [-3.56, -3.54, -0.04], [-1.85, -3.61, 3.72], [-0.49, -1.59, 3.14], [2.34, -1.09, -2.20], [2.27, -2.42, -2.01], [3.44, -2.94, -2.35], [1.34, -2.87, -2.87], [1.86, -2.73, -0.55], [0.79, -1.97, -0.18], [1.37, -4.21, -0.46], [0.15, -4.33, -1.00], [1.27, -4.59, 0.82], [2.18, -5.06, -1.09], [3.08, -2.55, 0.39], [3.74, -1.42, 0.09], [3.95, -3.56, 0.30], [2.69, -2.46, 1.66], [-3.69, 4.85, 2.36], [-2.57, 3.60, 1.82], [-2.11, 2.65, 2.73], [-1.27, 1.65, 2.30], [-0.87, 1.54, 1.03], [-1.31, 2.45, 0.15], [-2.15, 3.48, 0.50], [-3.18, 6.20, 1.32], [-1.91, 6.74, 1.43], [-1.57, 7.80, 0.60], [-2.41, 8.33, -0.29], [-3.63, 7.81, -0.37], [-4.06, 6.74, 0.40], [-2.39, 2.71, 3.78], [-0.87, 0.93, 3.00], [-0.96, 2.34, -0.87], [-2.47, 4.19, -0.26], [-1.20, 6.36, 2.15], [-0.59, 8.25, 0.66], [-4.30, 8.27, -1.10], [-5.07, 6.35, 0.29]],
  "de_lowest_ev": 0.4762,
  "spin_multiplicity": 2,
  "s_squared": 0.755,
  "homo_ev": [-11.1, -11.2],
  "total_charge": 1,
  "orbital_gap_ev": [7.692, 7.161],
  "largest_force_ha_per_bohr": 0.0253,
  "lumo_energy_ev": [-3.416, -4.042]
}